[1]
110
Properties=species:S:1:pos:R:3:forces:R:3 method="wB97M-V/def2-TZVPD" charge=+4 e_above_lowest_kcal_mol=346.6 homo_ha=-0.50485 orbital_gap_ev=1.0270 total_energy_ha=-4921.5964 mol_weight_g_mol=731.6
Cu -3.6407 4.2657 -2.2378 -0.435 0.152 0.338
Ca 2.8869 3.4420 -2.6689 0.867 0.588 0.381
Ca -0.9176 -1.6037 -4.2017 -0.431 -0.688 0.263
O -8.6825 3.3136 2.0588 0.374 -1.763 0.097
O 1.4846 -7.3893 8.7905 1.618 2.730 -2.054
O -0.6200 0.6097 -0.3838 0.054 -0.194 0.473
O 8.5121 6.2667 -4.3124 -3.297 2.065 -0.586
O -1.3460 -5.1491 -11.0877 0.876 -0.736 0.170
O -7.5737 8.4962 1.5019 -0.536 -2.308 -0.179
O 5.2725 5.5384 -0.5680 1.075 1.094 0.469
O -2.8783 -4.6575 -4.6733 -2.077 -2.195 0.528
N -2.2734 -4.3529 -7.5774 1.208 0.098 -0.386
N 2.1362 -6.5282 7.7373 -0.003 -1.526 1.590
N 6.1661 6.4561 -3.1307 -0.074 0.230 0.725
N -7.4625 5.3573 0.2921 1.709 0.195 -0.216
C -7.5616 6.7492 -0.2024 -1.392 -0.913 -0.101
C 2.0692 -4.7357 6.0805 -0.238 1.039 -1.005
C -1.7041 -5.5012 -9.7840 -0.979 -0.501 0.266
C 0.0695 -5.0040 -11.3335 -0.002 0.745 -0.075
C -1.3602 -4.4790 -8.7189 1.449 0.274 -0.107
C -6.9227 9.3825 2.3258 -0.059 1.849 0.657
C 9.7741 6.3640 -4.7672 3.697 -1.721 -0.326
C -8.2521 3.0429 0.7089 -0.347 1.508 1.670
C -2.5066 -5.6370 -6.9576 -0.755 -0.044 1.164
C 4.0771 -6.1828 6.3526 0.286 0.312 -1.127
C -3.4617 -5.4482 -5.7552 1.322 0.279 -2.180
C 1.4580 -5.2701 7.3140 -0.687 0.083 2.243
C 3.9156 -8.2559 7.8259 -0.445 -0.008 0.490
C 6.3573 7.2166 -4.3790 -1.366 -1.069 -0.237
C 3.5722 -4.7592 6.0482 0.661 -0.909 -0.520
C 3.6706 -6.7541 7.7083 -1.866 1.375 -1.780
C -8.4642 4.3572 -0.0786 0.538 -0.692 0.201
C -6.7809 7.7815 0.5939 -0.339 0.314 -0.654
C 4.4639 -5.9529 8.7719 0.407 -1.282 0.304
C 4.8015 5.2461 0.7277 -0.674 -0.421 -0.033
C 1.6980 -4.2163 8.4513 0.847 -0.110 0.782
C -1.2003 0.0635 0.8022 -0.170 0.509 -1.784
C -3.8087 -4.9704 -3.5892 0.670 1.689 2.257
C -8.7309 2.0524 2.8390 -0.350 1.424 -1.063
C 7.8249 7.4727 -4.6920 -1.917 -0.123 0.688
C -0.0633 -5.3890 7.1627 -0.001 -0.625 0.490
C 6.1714 7.3022 -1.9115 -0.200 0.361 -0.136
C 6.3233 6.5668 -0.5548 -0.230 -0.004 -2.233
H 3.9227 -8.4273 8.9023 0.167 -0.732 -0.170
H -3.4373 -4.3570 -2.7682 0.243 -0.121 0.392
H 7.7968 7.6032 -5.7738 0.840 0.323 0.015
H 3.7331 5.0820 0.5874 -0.368 -0.130 0.348
H -2.9116 -6.3687 -7.6567 -0.745 0.020 -0.025
H -1.6436 -6.2078 -6.6150 0.694 0.772 0.165
H 3.8664 -4.5793 5.0142 0.205 0.353 0.034
H -9.0616 2.2662 3.8553 0.252 0.214 -0.167
H 6.1787 7.3316 0.2083 -0.265 -0.321 0.268
H 3.9946 -6.1842 9.7281 0.602 0.123 0.243
H 4.8243 -4.9256 8.7170 -1.253 0.343 -0.571
H 1.7555 -3.6936 6.0182 -0.094 0.182 0.153
H 10.4080 6.6045 -3.9136 0.549 0.207 -0.290
H 5.1536 -6.3240 6.2554 0.247 0.540 0.348
H 10.0211 6.9800 -5.6318 -0.644 0.615 0.180
H 7.0801 6.0288 -3.1753 0.090 -1.173 0.928
H 8.1166 8.3611 -4.1318 0.867 -0.033 -0.206
H 5.6403 8.0362 -4.4281 0.505 0.436 -0.062
H -1.0494 -3.5239 -9.1423 -0.804 0.302 -0.157
H -0.4966 -5.8720 8.0385 0.035 -0.328 -0.111
H -0.6101 0.0014 1.7165 0.768 -0.047 -0.273
H -8.6927 2.1314 0.3051 -0.784 0.310 -0.254
H 7.3240 6.1476 -0.4503 -0.125 -0.400 0.146
H -8.3496 3.9619 -1.0880 -0.072 0.955 -0.557
H -7.3871 5.4292 1.2967 -0.086 -0.406 0.299
H -4.3239 -4.8534 -6.0566 -0.374 -0.529 -0.173
H -3.1783 -4.0788 -7.9326 -0.178 0.337 -0.200
H 4.9014 6.0567 1.4495 0.169 0.064 -0.115
H 4.8007 -8.6551 7.3306 0.487 0.728 0.313
H -8.6318 6.9551 -0.1804 -0.226 0.734 0.036
H -6.0881 9.0946 2.9651 0.081 -1.082 -0.136
H -7.7492 1.5793 2.8125 -0.006 -0.102 0.152
H -2.0897 0.6274 1.0834 -0.356 0.040 -0.057
H -3.6820 -6.4953 -5.5474 -0.459 0.282 1.146
H -4.8543 -4.6625 -3.5808 -0.146 0.565 -1.595
H 5.2277 4.3303 1.1374 0.276 0.025 0.075
H 0.9117 -7.9537 8.2663 -0.438 -0.289 -0.220
H 5.4290 -6.4311 8.6047 0.201 -0.552 0.877
H 5.2571 7.8843 -1.7959 -0.535 -0.338 -0.465
H -5.9397 7.2640 1.0551 0.361 0.207 0.275
H -2.7617 -5.7623 -9.7456 -0.430 0.586 -0.586
H -3.9453 -5.9653 -3.1653 1.135 -0.603 -0.825
H -1.5142 -0.9357 0.5002 -0.234 -0.406 0.551
H -1.3030 -6.4344 -9.3885 0.723 -0.461 -0.723
H 6.8813 8.1108 -2.0855 0.687 -0.080 0.668
H -7.1866 2.8136 0.6990 0.495 0.155 0.084
H 2.7572 -3.9704 8.5268 0.037 -0.271 0.010
H 0.7940 -5.4806 -10.6732 -0.603 -0.526 0.609
H -7.2963 6.8266 -1.2568 0.214 -0.287 -0.032
H -0.3236 -5.9211 6.2478 -0.113 -0.103 0.081
H 1.5294 -5.1562 5.2321 0.637 -0.582 -0.340
H -0.5571 -4.4173 7.1749 0.420 0.162 -0.336
H 0.2921 -3.9394 -11.2612 0.138 0.142 -0.251
H -0.3885 -4.8689 -8.4157 0.109 0.266 1.065
H -6.4586 8.5128 -0.1474 0.707 0.063 -0.085
H -6.5322 10.2150 1.7406 -0.041 0.368 -0.107
H 3.7569 -6.7370 5.4703 -0.604 -0.704 0.358
H 4.0030 -3.9731 6.6684 -0.001 -0.131 0.062
H 6.0452 6.5106 -5.1485 -0.219 0.022 -0.225
H 1.3983 -4.6412 9.4093 -0.163 0.158 -0.015
H 0.3570 -5.3611 -12.3224 -0.597 0.082 -0.103
H 10.0304 5.3705 -5.1351 0.467 -0.216 0.234
H 3.1444 -8.8585 7.3460 -0.389 0.297 0.231
H 1.2289 -3.2467 8.2839 -0.537 -0.323 -0.276
H -9.4139 4.8677 0.0811 -0.606 -0.775 -0.154
H -7.7061 9.7388 2.9947 0.189 0.291 -0.006
H -9.4907 1.4325 2.3628 0.110 -0.298 0.057



[2]
9
Properties=species:S:1:pos:R:3:forces:R:3 method="wB97M-V/def2-TZVPD" charge=+1 e_above_lowest_kcal_mol=127.2 homo_ha="-0.53551 / -0.58565" orbital_gap_ev="7.5437 / 9.1976" total_energy_ha=-188.2128 mol_weight_g_mol=57.1
N -1.1086 -0.6344 0.1022 1.382 -1.414 -3.125
N 0.8909 0.2396 0.2721 -0.781 -0.411 -0.630
C 1.3525 1.0141 1.1000 1.584 1.170 0.308
C -1.0959 -1.0373 -1.1545 0.528 -0.744 3.548
H -1.9842 -1.5540 -1.2980 -2.100 -0.920 -1.238
H -0.3177 -1.2348 -1.8738 0.881 0.706 -0.004
H 1.3007 1.3809 2.1661 -0.685 -0.724 -1.038
H -1.2355 0.3270 0.1816 -0.560 2.543 1.427
H 2.1978 1.4989 0.5043 -0.250 -0.205 0.751



[3]
63
Properties=species:S:1:pos:R:3:forces:R:3 method="wB97M-V/def2-TZVPD" s2=3.76 charge=+1 spin_multiplicity=4 homo_ha="-0.30277 / -0.30291" orbital_gap_ev="4.6740 / 4.7325" total_energy_ha=-2325.3792 mol_weight_g_mol=560.7
Nd -0.1033 -1.3658 0.5016 -0.542 1.602 -2.754
P 2.1307 0.2707 -0.8481 0.658 -0.186 -1.081
P -0.9071 1.6854 0.5680 -0.922 0.615 -0.258
O 1.1362 -1.1489 2.2248 1.081 0.380 2.323
N -0.7556 0.6540 -2.9386 1.451 0.031 1.970
N 0.3172 -1.0894 4.2970 0.169 0.063 -0.612
C -2.2053 1.9158 1.8488 -0.054 -0.233 0.172
C -4.0289 1.4319 -1.5116 0.481 -0.428 0.268
C 1.4381 -0.3051 -3.4735 -0.660 -0.252 -0.290
C 2.0286 -1.2408 -4.3084 -0.114 -0.190 0.503
C -4.7003 0.2356 -1.8162 -0.304 -0.033 -0.288
C 3.2031 1.5994 -0.1848 -0.106 0.242 0.422
C 0.4235 -0.9179 5.7456 0.314 0.191 0.352
C -1.9819 0.4560 -2.3707 0.239 -0.389 0.405
C -2.6425 1.5080 -1.6301 -0.263 -0.611 -0.725
C 3.3736 -1.0827 -0.7983 0.097 -0.126 0.150
C -3.9811 -0.9126 -2.1384 0.004 0.185 0.305
C 0.1270 -2.7281 -4.0195 0.462 0.032 0.088
C 2.2208 0.6956 -2.6677 -0.616 0.319 -0.290
C 2.6548 -0.3937 3.8822 0.617 -0.066 0.610
C 0.0126 -0.4286 -3.2445 -0.589 0.329 0.669
C 0.1460 3.1113 1.0240 0.433 0.044 0.170
C -0.9940 -1.4428 3.7087 0.063 -0.017 0.087
C 1.3501 -2.4279 -4.6264 -0.307 -0.366 -0.366
C 1.3358 -0.8947 3.4763 -1.177 -0.506 -1.112
C -1.6763 -2.0054 -2.3344 -0.237 0.032 -0.059
C -0.5073 -1.7591 -3.2330 0.342 -0.100 0.101
C -2.6003 -0.8273 -2.3278 -0.010 0.172 0.134
C -1.8060 2.5022 -0.8709 0.184 -0.266 -0.779
H 2.7678 2.5869 -0.3874 0.156 -0.278 0.092
H 3.4260 -0.9220 3.3106 -0.186 0.145 0.119
H 3.3078 1.4753 0.9025 0.052 0.145 -0.236
H -2.2000 -2.9438 -2.5610 0.202 0.150 0.209
H 0.7545 3.4211 0.1647 -0.134 -0.053 0.247
H -1.4212 -0.5882 3.1445 0.205 -0.410 0.214
H 4.2012 1.5394 -0.6475 -0.389 0.032 0.119
H -0.4673 3.9628 1.3574 0.191 -0.283 -0.180
H -2.4348 3.3053 -0.4624 0.265 -0.121 -0.019
H 0.8155 2.8162 1.8418 -0.027 0.208 -0.114
H -1.2864 -2.1923 -1.1459 -1.019 -0.318 -1.830
H -1.7706 1.7419 2.8438 -0.173 0.078 -0.119
H 2.7318 0.6764 3.6448 -0.090 -0.217 0.072
H 3.0385 -1.0759 -4.6841 -0.079 -0.139 0.255
H -1.0276 2.9197 -1.5217 -0.105 0.021 0.163
H 2.8241 -0.5414 4.9537 0.115 0.182 -0.289
H -0.9064 -2.3267 3.0372 -0.063 0.418 0.581
H 3.2803 0.6918 -2.9560 -0.180 0.093 0.089
H -4.4853 -1.8793 -2.2353 0.146 0.314 0.117
H -5.7864 0.2023 -1.7524 0.235 -0.027 0.010
H 3.4728 -1.4481 0.2355 0.096 0.026 -0.264
H -0.3415 -3.7086 -4.1630 0.234 0.320 0.106
H -2.6170 2.9362 1.8098 0.178 -0.334 0.046
H -4.5879 2.2880 -1.1344 0.105 -0.209 0.130
H 1.2625 -1.5129 6.1350 -0.389 0.137 -0.067
H 1.7963 1.6996 -2.7815 0.174 -0.024 0.066
H -3.0063 1.1895 1.6764 0.087 0.139 0.049
H 4.3449 -0.6892 -1.1362 -0.253 -0.284 0.090
H 0.5879 0.1370 6.0162 -0.175 -0.366 -0.110
H -1.9907 -0.8369 0.5958 -0.134 -0.221 0.451
H 3.0744 -1.9149 -1.4472 0.046 0.140 0.061
H -0.5094 -1.2704 6.1833 0.238 0.099 0.106
H 1.8083 -3.1410 -5.3106 -0.127 0.155 0.178
H -1.6641 -1.6925 4.5395 0.105 0.012 -0.459



[4]
40
Properties=species:S:1:pos:R:3:forces:R:3 method="wB97M-V/def2-TZVPD" charge=+1 homo_ha=-0.43458 orbital_gap_ev=3.1313 total_energy_ha=-2811.8923 mol_weight_g_mol=496.6
Hg -3.1175 -3.7251 0.6439 0.080 -2.157 0.167
Ga 1.8676 0.1576 -0.1616 1.506 1.775 0.777
O 3.7226 -0.2213 -0.0514 -0.695 0.526 0.708
O 5.8202 1.1432 -1.2641 -0.132 0.320 0.642
O -1.6068 -0.5794 0.1880 0.013 -1.401 -0.063
C 4.3870 0.7658 0.7526 -0.522 0.646 -0.757
C -5.6195 1.4615 -0.9403 0.855 -0.794 1.889
C 6.9477 0.0864 0.6848 -0.048 0.062 -0.009
C -5.6697 1.4313 1.5558 0.558 -0.322 -1.120
C -4.6353 0.4036 1.6098 -0.433 0.561 -2.023
C -0.7257 -1.0954 -2.0191 0.021 -1.144 -0.558
C 5.8296 1.0744 0.1702 0.838 0.149 0.561
C -0.7071 -1.4623 -0.4839 0.937 1.998 -0.598
C -6.1646 1.9892 0.3030 1.754 -1.803 -0.257
C -4.5849 0.4339 -0.8887 -0.588 0.595 0.912
C -2.9171 -1.1701 0.3152 -1.356 2.747 0.267
C 0.6935 -1.5342 0.1450 -2.888 -3.277 -0.165
C -4.0532 -0.1025 0.3626 -1.462 1.626 -0.131
H -4.2029 0.0676 -1.8749 -0.255 0.259 1.061
H 3.7543 1.6992 0.7160 0.933 -0.709 0.154
H -1.7433 -0.7839 -2.3711 0.853 -0.472 0.478
H -0.3882 -2.0110 -2.5821 -0.432 0.938 0.329
H 0.6016 -1.7537 1.2397 0.500 0.917 -0.724
H 6.6182 -0.4749 1.6028 0.460 0.762 -0.731
H 4.4334 0.4703 1.8458 0.238 -0.041 -1.077
H -1.1443 -2.5351 -0.3972 0.647 0.297 0.129
H -4.2877 0.0041 2.5888 -0.331 0.443 -0.848
H -6.9290 2.7938 0.2667 0.664 -0.774 0.225
H 7.2461 -0.6860 -0.0666 -0.507 0.759 0.404
H 1.5633 1.1378 1.0793 -0.101 -0.529 -0.121
H 1.2300 -2.3988 -0.3327 0.086 1.166 0.126
H -3.1564 -1.8386 -0.5495 0.394 0.812 0.466
H -5.9626 1.8317 -1.9318 0.289 -0.332 0.978
H 6.0910 2.1011 0.5654 -0.442 -1.010 -0.175
H -6.0785 1.8280 2.5119 0.379 -0.438 -0.863
H -2.9301 -1.6864 1.3212 0.037 0.501 -0.714
H 7.8597 0.7145 0.8895 -0.830 -0.842 0.020
H -0.0169 -0.2742 -2.2967 -0.505 -0.517 0.705
H 6.3397 1.9167 -1.5487 -0.361 -0.503 0.269
H 1.6356 0.8214 -1.5976 -0.154 -0.793 -0.333



Copy entry 2 word for word.
9
Properties=species:S:1:pos:R:3:forces:R:3 method="wB97M-V/def2-TZVPD" charge=+1 e_above_lowest_kcal_mol=127.2 homo_ha="-0.53551 / -0.58565" orbital_gap_ev="7.5437 / 9.1976" total_energy_ha=-188.2128 mol_weight_g_mol=57.1
N -1.1086 -0.6344 0.1022 1.382 -1.414 -3.125
N 0.8909 0.2396 0.2721 -0.781 -0.411 -0.630
C 1.3525 1.0141 1.1000 1.584 1.170 0.308
C -1.0959 -1.0373 -1.1545 0.528 -0.744 3.548
H -1.9842 -1.5540 -1.2980 -2.100 -0.920 -1.238
H -0.3177 -1.2348 -1.8738 0.881 0.706 -0.004
H 1.3007 1.3809 2.1661 -0.685 -0.724 -1.038
H -1.2355 0.3270 0.1816 -0.560 2.543 1.427
H 2.1978 1.4989 0.5043 -0.250 -0.205 0.751